Below is an isolated ion of composition C6H12NO and charge +1 in a non-equilibrium geometry, with properties calculated with ωB97M-V/def2-TZVPD.

Last column: Löwdin charge in e.
Geometry (Å):
C -0.63 2.08 -1.60  0.021
C -1.71 1.34 -0.79  -0.020
C 0.70 -2.31 1.47  -0.064
C -0.04 -1.48 0.29  -0.077
C -0.28 1.10 -0.54  -0.416
C 0.51 -0.12 -0.42  -0.269
N 0.44 1.20 0.70  0.240
O 1.70 -0.08 -0.92  0.161
H -0.34 1.79 -2.57  0.112
H -0.64 3.11 -1.33  0.114
H -2.31 1.74 0.01  0.121
H -2.22 0.58 -1.48  0.150
H 1.41 -3.05 1.19  0.049
H 1.21 -1.66 2.19  0.076
H -0.12 -2.21 -0.53  0.121
H -1.02 -1.02 0.74  0.146
H -0.08 -2.98 1.90  0.097
H 0.00 0.96 1.50  0.105
H 1.29 1.82 0.69  0.200
H 2.13 -0.84 -0.53  0.131

Results
- Energy above the lowest of the compared OMol25 structures with the same formula, charge and spin: 252.5 kJ/mol
- Multiplicity: 1
- Calculated total energy: -365.4532 Ha
- SMILES string: CC[C@]1(O)[NH2+]C12CC2
- Strongest force on any atom: 3.8 eV/Å
- LUMO level: -2.936 eV
- Total charge: +1
- E_HOMO: -14.84 eV